1.
15
Properties=species:S:1:pos:R:3:lowdin_charge:R:1 method="wB97M-V/def2-TZVPD" e_lumo_ev=0.248 e_tot_ev=-10976.2332 largest_force_ha_per_bohr=0.1366 orbital_gap_ev=8.29 homo_ev=-8.0 total_charge=0 relative_energy_kcal_mol=21.5
O -2.47508 -1.13776 -0.44971 0.161
B -1.82220 -0.07531 0.02990 -0.714
O -2.47108 1.09934 0.27474 0.138
C -0.22559 -0.22352 0.11077 0.009
C 0.54643 -1.32375 0.31925 -0.125
N 1.91546 -1.07701 0.07011 -0.075
N 2.14300 0.29160 -0.40598 -0.084
C 0.99012 1.06844 0.01574 -0.091
H -3.43651 -0.95942 -0.63131 0.131
H -3.48125 1.10349 0.22146 0.140
H 0.14145 -2.36996 0.27456 0.133
H 2.67524 -1.31946 0.72890 0.122
H 2.16512 0.26289 -1.45648 0.121
H 0.65693 1.67694 -0.77958 0.087
H 1.05244 1.45386 0.92602 0.046



2.
51
Properties=species:S:1:pos:R:3:lowdin_charge:R:1 method="wB97M-V/def2-TZVPD" e_lumo_ev=0.688 e_tot_ev=-36560.5092 largest_force_ha_per_bohr=0.0540 orbital_gap_ev=10.36 homo_ev=-9.7 total_charge=0
C 1.85795 -1.14741 2.83535 0.143
C 1.45160 -1.52209 1.73904 -0.157
N 1.49314 -2.18724 0.43747 0.063
C 0.32869 -3.11418 0.46663 -0.449
O 0.02763 -3.58607 1.54837 0.107
O -0.33748 -3.34460 -0.72266 -0.009
C -1.75410 -3.58464 -0.52667 -0.157
C -2.52543 -2.45334 0.26267 -0.190
C -2.73307 -1.09783 -0.54194 -0.241
C -3.57844 -0.12981 0.42667 -0.120
C 1.29303 -1.09356 -0.55495 -0.318
C 2.28937 0.14365 -0.34027 -0.022
F 1.51405 -1.52762 -1.90196 -0.025
H 2.06972 -0.52606 3.74244 0.065
H -1.93781 -4.60443 -0.05044 0.135
H -2.21978 -3.64445 -1.56210 0.138
H -3.57217 -2.86009 0.47430 0.127
H -2.08704 -2.18674 1.26756 0.114
H -1.77788 -0.60102 -0.88033 0.089
H -3.34963 -1.30579 -1.47416 0.111
H -3.88720 0.83155 -0.07350 0.066
H -4.51136 -0.69474 0.75526 0.075
H -2.99911 0.07464 1.38254 0.077
H 0.25144 -0.68038 -0.39943 0.133
H 3.22264 -0.28145 0.13020 0.074
H 1.82139 0.99141 0.23619 0.089
H 2.60472 0.55870 -1.35185 0.090
C 6.02208 -1.99537 0.52511 -0.044
O 7.00116 -1.80386 1.54646 0.003
C 6.69499 -0.84180 2.42706 -0.606
O 5.69984 -0.16243 2.41464 0.114
O 7.68882 -0.76747 3.32408 0.001
C 7.49519 0.22393 4.33121 -0.047
H 6.37479 -2.79436 -0.12606 0.095
H 5.06675 -2.29786 0.95848 0.094
H 5.90530 -1.08858 -0.07128 0.095
H 6.59858 0.00972 4.91538 0.097
H 7.43696 1.21884 3.88639 0.098
H 8.35722 0.19260 4.99669 0.093
C -7.21586 3.91999 -1.61227 -0.046
O -6.55623 4.50557 -2.73376 0.001
C -5.27418 4.13934 -2.87038 -0.607
O -4.67170 3.38722 -2.14667 0.116
O -4.77937 4.75595 -3.95260 0.001
C -3.41066 4.45630 -4.22251 -0.046
H -8.24174 4.28668 -1.60303 0.093
H -7.23743 2.83259 -1.70249 0.098
H -6.73230 4.22006 -0.68106 0.098
H -3.28067 3.39031 -4.41670 0.098
H -2.77554 4.77774 -3.39530 0.098
H -3.12083 5.00847 -5.11580 0.093



3.
37
Properties=species:S:1:pos:R:3:lowdin_charge:R:1 method="wB97M-V/def2-TZVPD" e_lumo_ev=-2.695 e_tot_ev=-23221.3656 largest_force_ha_per_bohr=0.0055 orbital_gap_ev=10.53 homo_ev=-13.2 total_charge=+1
C -3.19256 -1.20684 0.17685 -0.085
C -2.50551 -0.24773 -0.79650 -0.235
C -1.16519 -0.74194 -1.35393 -0.167
C -0.20131 -1.31512 -0.32625 -0.314
C 1.02644 -2.00022 -0.92983 -0.025
N 0.18298 -0.26981 0.74683 -0.090
B 0.81440 -1.03876 1.95732 -0.589
C 2.34442 -1.23713 2.10635 0.017
O -0.04540 -1.57628 2.83811 0.219
P 1.11145 1.35354 0.49734 1.063
C 2.15358 1.03587 -0.95903 -0.252
C -0.18970 2.41641 -0.23005 -0.429
C 0.40883 3.82013 -0.41922 -0.149
H -4.25189 -0.97018 0.26517 0.085
H -3.12548 -2.24688 -0.15049 0.090
H -2.78815 -1.14641 1.19415 0.059
H -2.37790 0.72910 -0.32372 0.084
H -3.16933 -0.06723 -1.64226 0.120
H -0.67256 0.04693 -1.93113 0.104
H -1.35381 -1.55463 -2.06048 0.134
H -0.76142 -2.05248 0.25248 0.130
H 1.11513 -3.02343 -0.56633 0.101
H 0.94902 -2.03662 -2.01544 0.096
H 1.95540 -1.49138 -0.69066 0.053
H -0.72240 0.07288 1.08278 0.112
H 2.57077 -1.59634 3.10957 0.086
H 2.91491 -0.32304 1.93155 0.058
H 2.71412 -1.98844 1.40202 0.080
H -1.00156 -1.48137 2.71403 0.117
H 2.51643 2.03153 -1.23320 0.053
H 3.03110 0.44476 -0.70236 0.048
H 1.64038 0.60703 -1.81904 0.051
H -1.02756 2.47021 0.47136 0.080
H -0.56268 2.03041 -1.17887 0.070
H 1.01148 3.86879 -1.32547 0.071
H -0.38295 4.56159 -0.51361 0.082
H 1.03651 4.12309 0.42198 0.072



4.
9
Properties=species:S:1:pos:R:3:lowdin_charge:R:1 method="wB97M-V/def2-TZVPD" e_lumo_ev=1.065 e_tot_ev=-6919.4990 largest_force_ha_per_bohr=0.0571 orbital_gap_ev=11.80 homo_ev=-10.7 total_charge=0 relative_energy_kcal_mol=2.6
C -0.94032 -0.39988 0.07146 -0.010
C 0.50590 0.04756 -0.35221 -0.556
O 0.85644 1.31830 0.05300 -0.017
F 1.38764 -0.76584 0.22586 0.029
H -0.73682 -0.98225 1.03118 0.101
H -1.49278 0.58486 0.09149 0.098
H -1.24919 -1.08013 -0.70474 0.058
H 0.64566 0.13233 -1.45800 0.154
H 1.02347 1.14506 1.04197 0.143



5.
21
Properties=species:S:1:pos:R:3:mulliken_spin:R:1 method="wB97M-V/def2-TZVPD" e_lumo_ev="-3.186 / -8.192" e_tot_ev=-9959.3006 largest_force_ha_per_bohr=0.0684 orbital_gap_ev="10.12 / 5.12" homo_ev="-13.3 / -13.3" total_charge=+1 relative_energy_kcal_mol=70.5 multiplicity=2 s2=0.755
O -0.98876 2.79038 2.48447 0.000
C -0.91597 2.08931 1.47796 0.002
C -1.48999 0.68867 1.36943 -0.001
C -0.36064 -0.36272 1.63389 0.025
C 0.62358 -0.21398 0.52074 0.088
C 0.09576 0.39104 -0.96886 0.039
N 0.99708 -0.28764 -1.98581 0.763
C 0.86950 -1.69029 -2.30501 0.013
H -0.46822 2.56900 0.52992 0.000
H -2.16411 0.36444 0.54697 0.000
H -2.07834 0.65063 2.24118 0.000
H 0.21707 -0.10362 2.59903 0.015
H -0.62168 -1.31616 1.97649 -0.002
H 1.30707 -1.20486 0.52913 -0.004
H 1.30095 0.55052 0.83088 0.004
H -0.94696 0.04767 -1.23815 0.000
H 0.18835 1.45792 -1.05310 -0.002
H 1.99149 -0.19202 -1.83404 -0.019
H 0.74274 -2.45485 -1.47641 0.051
H 0.01340 -1.89304 -2.89020 0.027
H 1.68768 -1.88039 -2.98850 0.002



6.
35
Properties=species:S:1:pos:R:3:mulliken_spin:R:1 method="wB97M-V/def2-TZVPD" e_lumo_ev="-6.016 / -9.913" e_tot_ev=-60937.8528 largest_force_ha_per_bohr=0.0261 orbital_gap_ev="10.47 / 6.68" homo_ev="-16.5 / -16.6" total_charge=+2 relative_energy_kcal_mol=4.6 multiplicity=6 s2=8.776
Fe -0.05404 0.20893 0.30232 4.021
C 1.49871 -1.14211 -1.94488 0.006
C 0.05111 -1.44907 -2.30566 -0.010
N -0.81889 -1.28263 -1.12196 0.027
C -2.18654 -0.77291 -1.38812 -0.021
C -2.18601 0.58541 -2.08086 0.000
S -1.02064 1.78617 -1.34372 0.037
C 0.40212 1.80561 -2.49673 0.004
C 1.70746 1.36748 -1.84782 -0.006
N 1.61952 0.08038 -1.11700 0.049
H 2.09538 -1.05950 -2.85569 0.004
H 1.90357 -1.96967 -1.36130 -0.005
H -0.00927 -2.46324 -2.70061 0.003
H -0.29815 -0.79244 -3.09649 -0.004
H -0.89885 -2.17622 -0.64480 0.013
H -2.68633 -0.68288 -0.42176 0.013
H -2.77479 -1.46904 -1.99070 0.006
H -3.17617 1.02617 -1.98125 0.001
H -1.96664 0.52975 -3.14527 0.000
H 0.50908 2.83540 -2.83148 0.001
H 0.14009 1.20275 -3.36301 0.000
H 2.02401 2.12306 -1.12855 -0.002
H 2.47298 1.31824 -2.62615 0.005
H 2.48209 -0.00644 -0.58673 0.005
C -0.05474 -0.03073 5.13777 0.218
C 0.07771 -1.21569 4.39660 0.011
C 0.30078 -1.14576 3.03911 0.026
C 0.25462 0.12544 2.42956 0.451
C 0.18914 1.32519 3.16636 0.072
C -0.03296 1.23270 4.52275 0.022
H -0.12413 -0.08995 6.21718 0.007
H 0.03865 -2.18232 4.88208 0.004
H 0.44357 -2.06116 2.47900 0.016
H 0.23910 2.30266 2.70300 0.023
H -0.16155 2.13641 5.10476 0.004